(1)
C38H31N5O5Pt as an isolated structure in a non-equilibrium geometry. Source: the Open Molecules 2025 dataset; level of theory: ωB97M-V/def2-TZVPD.

Summary:
lowest unoccupied orbital energy (spin up / spin down): -6.280 / -8.630 eV
energy relative to the best compared isomer or geometry (same formula, charge and spin): 91.2 kJ/mol

The geometry in ORCA input format:
```
! wB97M-V def2-TZVPD RIJCOSX def2/J DEFGRID3
* xyz 2 5
Pt -0.3439 -0.3066 0.0193
C -0.4814 4.9942 -2.5370
O 0.7351 4.7208 -3.2451
C 1.6895 3.9488 -2.7899
C 2.9332 4.1098 -3.4158
C 4.0318 3.4031 -3.0000
C 3.9313 2.5237 -1.9205
C 2.7167 2.2689 -1.2725
C 2.7956 1.4077 -0.1362
N 1.8576 0.8999 0.6308
N 2.1446 0.3771 1.7669
C 1.1294 -0.1617 2.5009
O -0.0557 -0.2093 2.0666
C 1.4634 -0.6271 3.8355
C 0.4322 -0.9339 4.7310
C 0.7389 -1.4002 5.9922
C 2.0683 -1.5795 6.3633
C 3.0950 -1.2836 5.4749
C 2.8001 -0.7961 4.2177
C 1.5021 2.9574 -1.7177
O 0.3824 2.7703 -1.2388
H -0.8852 5.8888 -3.0026
H -0.2854 5.1840 -1.4832
H -1.1838 4.1717 -2.6432
H 3.0164 4.8542 -4.1975
H 4.9823 3.5594 -3.4893
H 4.8294 2.0295 -1.5689
H 3.8202 1.1704 0.1619
H -0.5937 -0.7721 4.4263
H -0.0517 -1.6167 6.6976
H 2.3065 -1.9411 7.3548
H 4.1256 -1.4147 5.7749
H 3.5873 -0.5406 3.5227
C 2.6782 -3.3507 -1.0492
O 1.9710 -2.8477 -2.2019
C 1.0850 -1.9784 -1.7679
N 1.1364 -1.6718 -0.4862
C 2.2106 -2.4597 0.1297
C 1.7941 -3.3068 1.3113
C 2.7877 -3.9643 2.0317
C 2.4512 -4.8019 3.0815
C 1.1196 -4.9800 3.4300
C 0.1269 -4.3263 2.7165
C 0.4625 -3.5003 1.6541
C 0.0769 -1.3929 -2.5933
C -0.2477 -1.6670 -3.9057
C -1.3665 -1.0451 -4.4689
C -2.1933 -0.2353 -3.6888
C -1.8532 0.0012 -2.3702
N -0.6657 -0.4899 -1.8821
C -2.5577 0.7022 -1.3454
N -2.1066 0.6874 -0.1029
C -2.8571 1.6750 0.6709
C -4.0433 1.9705 -0.2751
O -3.6291 1.4394 -1.5585
C -3.2989 1.2809 2.0581
C -3.9738 2.2436 2.8081
C -4.4322 1.9464 4.0790
C -4.2027 0.6885 4.6217
C -3.5195 -0.2664 3.8837
C -3.0736 0.0244 2.6023
H 3.7472 -3.2962 -1.2369
H 2.3905 -4.3909 -0.9007
H 3.0146 -1.7813 0.4386
H 3.8303 -3.8361 1.7603
H 3.2297 -5.3195 3.6260
H 0.8560 -5.6425 4.2435
H -0.9132 -4.4758 2.9753
H -0.3238 -3.0190 1.0866
H 0.3527 -2.3680 -4.4688
H -1.6215 -1.2367 -5.5006
H -3.1011 0.1894 -4.0952
H -2.2161 2.5611 0.7687
H -4.2622 3.0278 -0.3972
H -4.9476 1.4491 0.0398
H -4.1417 3.2304 2.3901
H -4.9684 2.6939 4.6476
H -4.5695 0.4536 5.6115
H -3.3553 -1.2493 4.3072
H -2.5587 -0.7296 2.0231
*
```

=====

(2)
C38H32AgFI2N2OSi as an isolated structure. Source: the Open Molecules 2025 dataset; level of theory: ωB97M-V/def2-TZVPD.

Summary:
lowest unoccupied orbital energy: 3.676 eV
energy relative to the best compared isomer or geometry (same formula, charge and spin): 2.9 kJ/mol

The geometry in ORCA input format:
```
! wB97M-V def2-TZVPD RIJCOSX def2/J DEFGRID3
* xyz -2 1
Ag 0.1001 -0.9669 0.1793
I 5.2191 5.2261 0.9721
C 4.0786 3.5778 0.3447
C 4.5260 2.2902 0.6158
C 3.7790 1.2160 0.1597
I 4.4161 -0.7320 0.5553
C 2.5604 1.3466 -0.5928
O 1.8962 0.3534 -1.0443
C 2.1454 2.7136 -0.8124
C 0.8714 2.9368 -1.5800
N -0.2696 2.3526 -0.8784
C -1.4549 2.2230 -1.6965
C -2.5188 1.4319 -0.9714
C -3.7487 1.9928 -0.6324
C -4.7102 1.1996 -0.0261
C -4.4181 -0.1280 0.2217
C -3.1597 -0.5984 -0.1325
N -2.2333 0.1576 -0.7077
C 2.9004 3.7861 -0.3651
H 5.4327 2.1225 1.1813
H 0.9828 2.5082 -2.5872
H 0.6998 4.0102 -1.6995
H 0.0211 1.4294 -0.5813
H -1.2512 1.7183 -2.6544
H -1.8425 3.2171 -1.9318
H -3.9355 3.0395 -0.8394
H -5.6744 1.6148 0.2475
H -5.1287 -0.7878 0.7045
H -2.8608 -1.6262 0.0721
H 2.5521 4.7965 -0.5534
C 4.2213 -1.9812 4.3872
C 3.9326 -0.6257 4.4906
C 2.7192 -0.1260 4.0175
C 1.7599 -0.9598 3.4241
C 2.0980 -2.3206 3.2980
C 3.2978 -2.8307 3.7834
Si 0.1420 -0.3111 2.6162
C -0.0307 1.4228 3.4545
C -0.1563 1.5297 4.8486
C -0.2732 2.7617 5.4836
C -0.2708 3.9382 4.7326
C -0.1488 3.8616 3.3516
C -0.0308 2.6184 2.7227
C -1.2388 -1.2152 3.6348
C -1.0556 -2.2382 4.5785
C -2.1347 -2.8458 5.2250
C -3.4372 -2.4448 4.9510
C -3.6489 -1.4195 4.0310
C -2.5672 -0.8247 3.3899
H 5.1671 -2.3686 4.7484
H 4.6579 0.0506 4.9318
H 2.5207 0.9389 4.1042
H 1.4138 -2.9920 2.7785
H 3.5249 -3.8866 3.6641
H -0.1604 0.6231 5.4516
H -0.3654 2.8079 6.5636
H -0.3590 4.9013 5.2236
H -0.1400 4.7703 2.7564
H 0.0585 2.5789 1.6403
H -0.0498 -2.5659 4.8223
H -1.9546 -3.6380 5.9457
H -4.2755 -2.9209 5.4473
H -4.6601 -1.0875 3.8104
H -2.7535 -0.0167 2.6826
F 0.5887 -7.7276 1.4348
C 0.3795 -6.5349 0.7940
C -0.8658 -5.9512 0.8324
C -1.0685 -4.7381 0.1763
C -0.0469 -4.0692 -0.5341
C -0.2508 -2.7814 -1.1905
C 1.2031 -4.7232 -0.5312
C 1.4195 -5.9355 0.1230
H -1.6685 -6.4347 1.3795
H -2.0503 -4.2720 0.2278
H -1.2805 -2.6152 -1.5149
H 0.4474 -2.5896 -2.0050
H 2.0331 -4.2432 -1.0443
H 2.3957 -6.4094 0.1148
*
```

=====

(3)
C38H32BrIN3O4PtSi as an isolated structure in a non-equilibrium geometry. Source: the Open Molecules 2025 dataset; level of theory: ωB97M-V/def2-TZVPD.

Summary:
lowest unoccupied orbital energy (spin up / spin down): -4.345 / -4.346 eV
energy relative to the best compared isomer or geometry (same formula, charge and spin): 136.5 kJ/mol

The geometry in ORCA input format:
```
! wB97M-V def2-TZVPD RIJCOSX def2/J DEFGRID3
* xyz 1 1
Pt -0.6538 0.2762 0.2915
Br -6.8333 -3.1013 1.9649
C -5.4266 -1.9002 1.6028
C -5.6820 -0.7285 0.8897
C -4.6685 0.1663 0.6192
C -3.3705 -0.0962 1.0581
O -2.4452 0.8457 0.8367
C -3.1137 -1.2752 1.7617
C -1.8106 -1.5557 2.2820
N -0.7077 -0.9808 1.9553
C 0.4081 -1.3349 2.7996
C 0.4092 -0.9905 4.1198
C 1.5064 -1.3279 4.9417
C 2.5643 -2.0186 4.4271
C 2.5527 -2.4439 3.0776
C 3.5678 -3.2507 2.5118
C 3.4343 -3.6893 1.2304
C 2.2820 -3.3161 0.5018
N 1.3333 -2.5546 0.9762
C 1.4644 -2.1074 2.2504
C -4.1568 -2.1703 2.0447
H -6.6859 -0.5229 0.5440
H -4.8612 1.0783 0.0715
H -1.7472 -2.3238 3.0498
H -0.4164 -0.4201 4.5241
H 1.4992 -1.0270 5.9803
H 3.4109 -2.2772 5.0509
H 4.4272 -3.5238 3.1118
H 4.1795 -4.3223 0.7698
H 2.1532 -3.6649 -0.5186
H -3.9509 -3.0717 2.6074
C 2.0786 3.6412 2.2780
Si 0.4936 2.7048 1.9892
C -0.6680 3.7199 0.9535
C -0.3277 2.2607 3.5971
N 0.8781 1.2181 1.0662
C 2.1103 0.6042 0.8296
C 3.2194 0.7330 1.6624
C 4.4688 0.3486 1.2055
C 4.6107 -0.2094 -0.0563
C 3.4993 -0.4251 -0.8589
C 2.2640 -0.0666 -0.3602
O 1.0583 -0.3997 -0.9527
C 1.0242 -0.5611 -2.3480
C 0.4487 -1.7188 -2.8290
C 0.3526 -1.8754 -4.2045
C 0.8178 -0.8818 -5.0562
C 1.3768 0.2812 -4.5422
C 1.4782 0.4538 -3.1696
H 1.8213 4.6992 2.3779
H 2.7730 3.5561 1.4415
H 2.5972 3.3442 3.1892
H -0.8938 4.6437 1.4928
H -1.6122 3.2149 0.7494
H -0.2084 3.9926 0.0019
H -0.4722 3.1718 4.1834
H 0.2804 1.5743 4.1819
H -1.3133 1.8179 3.4330
H 3.0883 1.1667 2.6429
H 5.3404 0.4792 1.8325
H 5.5886 -0.5160 -0.4017
H 3.5771 -0.9172 -1.8201
H 0.0688 -2.4560 -2.1341
H -0.0936 -2.7731 -4.6111
H 0.7347 -1.0095 -6.1272
H 1.7190 1.0604 -5.2099
H 1.8815 1.3593 -2.7350
I -3.5222 2.2392 -7.8127
C -2.9008 1.7116 -5.8989
C -3.0998 0.4119 -5.4483
C -2.6861 0.0643 -4.1743
C -2.0725 1.0123 -3.3628
C -1.8767 2.3121 -3.8180
C -2.2947 2.6659 -5.0880
C -1.6052 0.6099 -2.0319
O -1.8633 -0.5039 -1.5202
O -0.8514 1.4174 -1.3557
H -3.5722 -0.3202 -6.0880
H -2.8292 -0.9412 -3.8018
H -1.3973 3.0391 -3.1757
H -2.1511 3.6748 -5.4485
*
```

=====

(4)
C38H32NP2SiV as an isolated structure in a non-equilibrium geometry. Source: the Open Molecules 2025 dataset; level of theory: ωB97M-V/def2-TZVPD.

Summary:
lowest unoccupied orbital energy (spin up / spin down): -7.196 / -6.781 eV

The geometry in ORCA input format:
```
! wB97M-V def2-TZVPD RIJCOSX def2/J DEFGRID3
* xyz 2 3
V -1.2769 -0.1538 -0.8143
C -3.1404 -2.6459 1.1500
Si -1.5912 -1.5336 1.1857
C 0.0744 -2.4845 1.2368
C 0.4596 -3.1895 2.3726
C 1.6245 -3.9375 2.3855
C 2.4335 -3.9967 1.2603
C 2.0838 -3.2860 0.1250
C 0.9173 -2.5241 0.1200
P 0.4334 -1.6454 -1.3917
C 0.6454 -2.9306 -2.6604
C 1.5913 -2.8687 -3.6799
C 1.7202 -3.9467 -4.5417
C 0.9162 -5.0660 -4.3939
C -0.0267 -5.1220 -3.3770
C -0.1667 -4.0566 -2.5102
C 1.6355 -0.3180 -1.7014
C 1.3105 0.5321 -2.7662
C 2.1040 1.6308 -3.0354
C 3.2061 1.8957 -2.2341
C 3.5236 1.0576 -1.1781
C 2.7362 -0.0478 -0.8956
C -1.5714 -0.2931 2.6288
C -1.9067 -0.6642 3.9254
C -1.7726 0.2268 4.9762
C -1.3112 1.5145 4.7449
C -0.9979 1.9168 3.4581
C -1.1295 1.0138 2.4058
P -0.7149 1.5329 0.7131
C 0.8050 2.4781 1.0007
C 1.8257 1.7365 1.6002
C 3.0233 2.3444 1.9165
C 3.2061 3.6908 1.6365
C 2.1861 4.4302 1.0606
C 0.9798 3.8312 0.7329
C -2.0340 2.6662 0.2010
C -1.8736 3.3552 -1.0060
C -2.8584 4.2246 -1.4382
C -4.0143 4.3962 -0.6887
C -4.1845 3.6915 0.4937
C -3.2080 2.8165 0.9370
H -3.1340 -3.3205 1.9999
H -4.0466 -2.0482 1.2138
H -3.1853 -3.2531 0.2491
H -0.1627 -3.1554 3.2534
H 1.8916 -4.4856 3.2750
H 3.3302 -4.5969 1.2699
H 2.6991 -3.3253 -0.7654
H 2.2251 -1.9988 -3.7915
H 2.4580 -3.9155 -5.3281
H 1.0244 -5.9015 -5.0676
H -0.6451 -5.9972 -3.2586
H -0.8923 -4.0858 -1.7032
H 0.4549 0.2914 -3.4000
H 1.8760 2.2717 -3.8731
H 3.8210 2.7552 -2.4444
H 4.3952 1.2605 -0.5783
H 2.9792 -0.7035 -0.0685
H -2.2682 -1.6627 4.1121
H -2.0224 -0.0888 5.9772
H -1.1998 2.2045 5.5658
H -0.6561 2.9261 3.2669
H 1.6518 0.6892 1.8319
H 3.8139 1.7819 2.3877
H 4.1434 4.1668 1.8791
H 2.3340 5.4829 0.8779
H 0.1801 4.4154 0.2985
H -0.9592 3.2269 -1.5800
H -2.7131 4.7768 -2.3535
H -4.7816 5.0754 -1.0284
H -5.0738 3.8283 1.0878
H -3.3480 2.2700 1.8613
N -3.3104 0.2887 -3.0871
C -2.5903 0.0689 -2.2054
H -3.9515 0.4865 -3.8284
*
```

=====

(5)
C38H33AsCrF6N3O5PS3 as an isolated structure in a non-equilibrium geometry. Source: the Open Molecules 2025 dataset; level of theory: ωB97M-V/def2-TZVPD.

Summary:
lowest unoccupied orbital energy (spin up / spin down): -3.596 / -2.785 eV
energy relative to the best compared isomer or geometry (same formula, charge and spin): 83.4 kJ/mol

The geometry in ORCA input format:
```
! wB97M-V def2-TZVPD RIJCOSX def2/J DEFGRID3
* xyz 1 4
Cr 1.5039 -0.9399 0.7702
F 1.3360 -0.6736 5.2766
C 2.4303 -1.0872 4.6578
F 3.3526 -1.4069 5.5417
F 2.1314 -2.1721 3.9350
S 2.9881 0.1883 3.4252
O 1.8737 0.2185 2.4714
O 3.2495 1.4058 4.0973
N 4.2349 -0.5542 2.8244
S 4.5394 -0.6411 1.3008
O 3.4847 -0.0976 0.4417
O 5.8742 -0.3684 0.9298
C 4.2014 -2.4519 0.9914
F 4.2363 -2.7094 -0.3091
F 2.8625 -2.6160 1.3655
F 4.9160 -3.3229 1.6419
C 1.8065 -3.1039 -2.2286
P 0.8791 -1.7642 -1.4036
C 1.2533 -0.4355 -2.6257
C 0.5335 -0.3493 -3.8177
C 0.8854 0.5794 -4.7843
C 1.9578 1.4326 -4.5756
C 2.6697 1.3627 -3.3890
C 2.3221 0.4344 -2.4193
C -0.9008 -1.9562 -1.7937
C -1.7699 -1.0153 -1.2419
C -3.1257 -1.0541 -1.5176
C -3.6375 -2.0624 -2.3218
C -2.7850 -3.0149 -2.8592
C -1.4204 -2.9503 -2.6154
H 1.3198 -3.3582 -3.1688
H 1.8908 -3.9834 -1.5951
H 2.8016 -2.7245 -2.4545
H -0.3038 -1.0107 -3.9944
H 0.3197 0.6313 -5.7057
H 2.2351 2.1518 -5.3350
H 3.5062 2.0282 -3.2194
H 2.8905 0.3861 -1.5044
H -1.3678 -0.2645 -0.5779
H -3.7817 -0.3074 -1.0880
H -4.6986 -2.1014 -2.5306
H -3.1833 -3.8185 -3.4649
H -0.7654 -3.6825 -3.0687
C -4.0845 -4.9671 1.2247
C -2.6256 -4.7057 1.0585
C -1.7552 -5.6332 0.4836
C -0.4624 -5.2162 0.2561
N -0.0186 -4.0048 0.5930
C -0.8959 -3.2298 1.2442
S -0.3125 -1.7377 1.9335
N -2.1646 -3.5285 1.4750
H -4.2802 -6.0285 1.3659
H -4.6121 -4.6373 0.3264
H -4.4683 -4.3973 2.0672
H -2.0796 -6.6249 0.2042
H 0.2527 -5.8736 -0.2277
O 0.5983 0.6417 0.1368
As -0.0683 2.1101 0.6250
C -2.0093 2.0395 0.8354
C -2.7345 3.1273 0.3530
C -4.1105 3.1662 0.5088
C -4.7664 2.1336 1.1651
C -4.0427 1.0600 1.6616
C -2.6659 1.0088 1.4981
C 0.5517 3.0000 2.2272
C -0.1500 2.7265 3.3974
C 0.1944 3.3786 4.5680
C 1.2261 4.3072 4.5709
C 1.9287 4.5663 3.4048
C 1.6038 3.9059 2.2301
C 0.1372 3.1026 -1.0325
C -0.4982 2.4901 -2.1129
C -0.3410 3.0033 -3.3867
C 0.4607 4.1196 -3.5854
C 1.0871 4.7315 -2.5123
C 0.9279 4.2262 -1.2288
H -2.2171 3.9430 -0.1390
H -4.6762 4.0013 0.1186
H -5.8401 2.1683 1.2929
H -4.5438 0.2565 2.1850
H -2.1140 0.1649 1.8813
H -0.9559 2.0028 3.3875
H -0.3532 3.1685 5.4767
H 1.4862 4.8251 5.4837
H 2.7319 5.2905 3.4050
H 2.1790 4.0892 1.3322
H -1.1067 1.6089 -1.9405
H -0.8443 2.5411 -4.2244
H 0.5938 4.5198 -4.5816
H 1.6998 5.6081 -2.6736
H 1.3921 4.7311 -0.3929
*
```

=====

(6)
C38H33BaCl5N6O3S3 as an isolated structure in a non-equilibrium geometry. Source: the Open Molecules 2025 dataset; level of theory: ωB97M-V/def2-TZVPD.

Summary:
lowest unoccupied orbital energy: -1.372 eV
energy relative to the best compared isomer or geometry (same formula, charge and spin): 54.9 kJ/mol

The geometry in ORCA input format:
```
! wB97M-V def2-TZVPD RIJCOSX def2/J DEFGRID3
* xyz 0 1
Ba 13.9869 9.7129 15.1548
C 7.0153 9.3642 11.5196
C 8.2579 9.8123 12.2603
C 8.8929 10.9464 11.8789
C 10.0473 11.4380 12.5468
C 10.8484 12.4865 12.0246
N 11.9764 12.7924 12.5254
C 12.9873 13.6108 11.8295
C 13.7385 12.8290 10.8315
C 14.3531 11.4883 11.3975
N 14.9092 10.8690 10.1735
C 14.8726 9.6192 9.7677
C 14.5432 8.4065 10.3171
C 14.4926 7.3527 9.3948
C 14.1850 6.0727 9.7500
C 14.2502 4.8525 8.8750
C 13.9362 5.7979 11.0965
C 13.9770 6.7458 12.0987
C 13.6307 6.2793 13.4784
N 13.5846 6.9418 14.5466
C 13.3309 6.1482 15.7615
C 12.7818 6.9748 16.9810
C 11.3943 7.6231 16.9911
N 11.3323 8.5775 15.8471
C 10.2809 8.4759 15.0735
C 9.9270 9.4324 14.0807
C 8.7681 9.1358 13.3737
C 10.6498 10.6347 13.6827
O 11.7369 10.9013 14.1699
C 14.3204 8.0951 11.7510
O 14.3482 9.0641 12.5248
H 6.9950 9.7445 10.4930
H 6.8800 8.2474 11.4678
H 6.1670 9.7932 12.0238
H 8.6587 11.5863 11.0216
H 10.4142 13.0141 11.1501
H 12.2602 12.2117 13.3293
H 12.5282 14.5371 11.4930
H 13.6310 13.9686 12.6086
H 13.1348 12.4984 9.9503
H 14.4431 13.4871 10.3810
H 15.0707 11.4977 12.2601
H 13.4913 10.8452 11.7178
H 15.4834 11.4842 9.5719
H 15.0209 9.5154 8.7299
H 14.7391 7.5475 8.3982
H 15.0881 4.1401 9.2098
H 13.3938 4.2174 8.8536
H 14.5056 5.1300 7.8575
H 13.7253 4.7524 11.2582
H 13.3763 5.1556 13.4961
H 12.6359 5.3181 15.5263
H 14.2648 5.6442 16.0725
H 12.7274 6.1952 17.7845
H 13.5406 7.6555 17.3281
H 10.6240 6.8676 16.9200
H 11.2575 8.1521 17.9191
H 9.5782 7.5846 15.1525
H 8.3388 8.1374 13.6855
Cl 18.6216 7.8364 21.3322
C 17.3723 8.2327 20.1793
C 17.6175 8.3648 18.8642
Cl 19.1239 7.8360 18.2875
C 16.6664 8.8807 17.9640
Cl 17.0935 9.1103 16.2549
C 15.4902 9.4937 18.4351
O 14.6363 10.0302 17.6366
C 15.2078 9.2382 19.7847
Cl 13.5648 9.7773 20.2067
C 16.1213 8.6414 20.6421
Cl 15.7485 8.2521 22.2939
S 12.4331 13.0337 19.7057
C 13.4498 13.0219 18.3621
S 12.8578 12.8576 16.7551
C 14.4569 12.9282 16.1363
N 15.3818 12.9992 17.0934
N 14.7871 13.0692 18.3307
C 15.7479 12.9818 19.4299
C 17.0185 12.4139 19.0108
C 18.0349 12.2687 19.9997
C 17.8635 12.8456 21.2632
C 16.6305 13.4530 21.5857
C 15.5332 13.4286 20.6999
S 15.0006 12.7432 14.4553
H 17.0888 12.1293 17.9839
H 18.9805 11.8085 19.8328
H 18.7296 12.7923 21.9593
H 16.5167 13.8385 22.5520
H 14.5665 13.8919 20.8797
*
```